Entry 1:
Entry from OMol25: a 2-piece molecular cluster, CH3FO2S overall at a distorted geometry (ωB97M-V/def2-TZVPD).

Spin multiplicity ... 1
E_tot ... -18729.498 eV
Charge ... 0
HOMO level (alpha / beta) ... -10.8 / -10.3 eV
Kohn-Sham gap (alpha / beta) ... 0.3346 / 0.2694 Ha
Relative energy (zero: lowest compared OMol25 entry of this formula, charge and spin) ... 290.0 kJ/mol

Geometry (Å):
C: 0.1464 0.0283 0.1014
O: -0.8907 3.2166 -0.5586
O: -1.8749 2.3339 1.6058
F: -3.1080 1.7159 -0.5995
S: -1.5817 2.1751 0.2053
H: 0.8296 0.6850 -0.4999
H: -0.0055 0.2429 1.1493
H: -0.3874 -0.5798 -0.5329

=====

Entry 2:
Entry from OMol25: C31H53BeBrNO3P3 as an isolated structure at a distorted geometry (ωB97M-V/def2-TZVPD).

Spin multiplicity ... 1
E_tot ... -138933.018 eV
Charge ... +2
HOMO level (alpha / beta) ... -13.3 / -13.3 eV
Kohn-Sham gap (alpha / beta) ... 0.2132 / 0.1777 Ha
Relative energy (zero: lowest compared OMol25 entry of this formula, charge and spin) ... 0.0 kJ/mol

Geometry (Å):
C: -0.3360 -1.9223 -7.5219
C: 0.1803 -0.7469 -6.9555
C: 0.5495 0.2918 -7.8298
C: 0.4472 0.0864 -9.2112
N: -0.0205 -1.0531 -9.7339
C: -0.4032 -2.0389 -8.9132
C: 0.3208 -0.5794 -5.5243
C: 0.6831 -0.4447 -4.3574
C: 0.7757 -0.6140 -2.9959
C: -0.4652 -0.9415 -2.4426
C: -0.5724 -1.0047 -1.0617
C: 0.6547 -0.7656 -0.3852
C: 1.8964 -0.6082 -0.8891
C: 1.9713 -0.4665 -2.2820
Be: -0.3726 0.1529 0.5839
P: -2.1142 0.9659 1.4315
H: 0.9052 1.2471 -7.4572
H: -0.6922 -2.7456 -6.9039
H: 0.7533 0.8700 -9.9077
H: -0.7766 -2.9542 -9.3849
H: 2.9170 -0.2799 -2.7838
H: -1.3195 -1.1284 -3.1044
H: 2.7804 -0.5608 -0.2111
H: -1.5295 -1.3167 -0.6589
C: -1.9442 1.3708 3.1985
C: -2.5664 2.6835 3.6757
H: -0.8709 1.3418 3.4234
H: -2.3915 0.5219 3.7313
H: -2.5024 2.7460 4.7681
H: -2.0400 3.5590 3.2835
H: -3.6285 2.7631 3.4271
C: -2.2158 2.4561 0.3965
C: -3.0973 2.3416 -0.8506
H: -1.1871 2.7175 0.0894
H: -2.5715 3.2584 1.0584
H: -2.8672 3.1912 -1.5083
H: -2.9145 1.4051 -1.4095
H: -4.1657 2.4088 -0.5926
C: -3.7259 0.1428 1.3000
C: -4.9043 0.9353 1.8583
H: -3.6081 -0.8148 1.8248
H: -3.8721 -0.0760 0.2328
H: -5.8386 0.4003 1.6530
H: -4.8483 1.0534 2.9470
H: -5.0063 1.9280 1.4006
Br: 1.4658 0.1809 2.1264
P: 2.7889 3.3926 0.7308
C: 1.0746 3.5459 1.3732
C: 0.7666 4.9504 1.9132
H: 0.9713 2.7623 2.1441
H: 0.4237 3.3206 0.5114
H: -0.2994 5.1715 1.7528
H: 0.9638 5.0025 3.0028
H: 1.3591 5.7244 1.3951
C: 3.8236 2.3915 1.8482
C: 5.2842 2.8541 1.9633
H: 3.7764 1.3736 1.4637
H: 3.3425 2.4445 2.8272
H: 5.7816 2.3059 2.7736
H: 5.8270 2.6431 1.0363
H: 5.3682 3.9171 2.1947
C: 2.6896 2.5235 -0.8736
C: 3.1370 3.4125 -2.0425
H: 1.6516 2.1701 -0.9909
H: 3.3672 1.6595 -0.7729
H: 3.2989 2.7716 -2.9166
H: 2.3683 4.1540 -2.2999
H: 4.0782 3.9267 -1.8218
C: 2.5132 -3.1073 3.8166
C: 1.7009 -3.0504 2.5541
O: 0.3161 -2.8006 2.9193
P: -0.8325 -2.1536 1.9977
O: -2.1433 -2.2792 2.9698
C: -2.8036 -3.5247 3.4132
C: -1.9189 -4.4153 4.2486
O: -1.1535 -3.2851 0.8766
C: -0.4198 -4.4640 0.4133
C: 0.5659 -4.1455 -0.6645
H: 2.4041 -2.1967 4.4370
H: 3.5545 -3.1896 3.5051
H: 2.2471 -3.9829 4.4176
H: 2.1008 -2.2549 1.9136
H: 1.7521 -4.0029 2.0077
H: -3.6436 -3.1654 4.0154
H: -3.1946 -4.0599 2.5410
H: -1.4158 -3.8693 5.0480
H: -2.5689 -5.1775 4.7054
H: -1.1723 -4.9383 3.6284
H: 0.0742 -4.9420 1.2620
H: -1.2096 -5.1323 0.0505
H: 1.3665 -3.4965 -0.2988
H: 1.0337 -5.0733 -1.0021
H: 0.0724 -3.6685 -1.5211

=====

Entry 3:
Entry from OMol25: a 5-piece molecular cluster, C11H16Cl6F6O4 overall at a distorted geometry (ωB97M-V/def2-TZVPD).

Spin multiplicity ... 1
SMILES ... CCOC(=O)C(F)(F)F.CCOC(=O)C(F)(F)F.ClCCl.ClCCl.ClCCl
E_tot ... -111296.177 eV
Charge ... 0
HOMO level ... -10.6 eV
Kohn-Sham gap ... 0.4003 Ha

Geometry (Å):
C: -0.8915 0.0461 2.1869
C: -1.0506 1.5189 1.8306
O: -2.4687 1.8629 1.9889
C: -3.2085 2.0407 0.9113
O: -2.8830 2.0161 -0.2374
C: -4.7046 2.2808 1.3482
F: -4.9092 3.2613 2.1864
F: -5.5170 2.4571 0.2492
F: -5.1703 1.1542 1.9271
H: -1.2806 -0.5243 1.3150
H: -1.4799 -0.3133 3.0484
H: 0.1290 -0.1759 2.3985
H: -0.6748 1.7561 0.8308
H: -0.6658 2.1328 2.6179
C: 4.6813 -3.9122 2.2897
C: 3.2184 -4.2682 2.3805
O: 2.4871 -3.3939 1.4245
C: 2.3796 -3.8040 0.1746
O: 2.6523 -4.8778 -0.2860
C: 1.8700 -2.6127 -0.7472
F: 2.9518 -1.9558 -1.1773
F: 1.2536 -3.1017 -1.8453
F: 1.0726 -1.7349 -0.0968
H: 5.2812 -4.4682 3.0363
H: 4.8749 -2.8412 2.4366
H: 5.0574 -4.2390 1.2715
H: 2.7532 -3.9784 3.2934
H: 3.0677 -5.3400 2.2182
Cl: 5.8214 3.8906 -1.4388
C: 4.0996 4.1465 -1.7049
Cl: 3.1106 3.4600 -0.4590
H: 3.9581 5.2018 -1.7276
H: 3.8534 3.7350 -2.6792
Cl: -6.5699 3.4100 -2.8466
C: -5.8423 1.7843 -2.6259
Cl: -5.0227 1.1159 -4.0399
H: -5.0618 1.9172 -1.9071
H: -6.6670 1.1388 -2.3255
Cl: 0.3648 0.1294 -4.6317
C: -0.0408 0.3544 -2.9266
Cl: -1.2898 -0.8209 -2.4575
H: 0.8508 0.1714 -2.3815
H: -0.3903 1.3799 -2.8226

=====

Entry 4:
Entry from OMol25: a 2-piece molecular cluster, C5H12NO2PS overall at a distorted geometry (ωB97M-V/def2-TZVPD).

Spin multiplicity ... 1
SMILES ... C=C1NCCS1.CP(O)O
E_tot ... -31087.853 eV
Charge ... 0
HOMO level ... -7.6 eV
Kohn-Sham gap ... 0.2991 Ha
Relative energy (zero: lowest compared OMol25 entry of this formula, charge and spin) ... 274.1 kJ/mol

Geometry (Å):
C: -0.3311 -1.9863 -1.0959
C: -0.7739 -0.7002 -1.3060
N: -0.0502 0.2954 -1.9051
C: -0.4970 1.6613 -1.6631
C: -2.0609 1.6165 -1.6909
S: -2.3867 -0.0144 -0.8785
H: 0.6774 -2.2614 -1.2937
H: -0.9781 -2.6860 -0.5424
H: 0.9550 0.3119 -1.9023
H: -0.0934 2.2096 -2.3695
H: -0.1804 1.8948 -0.5936
H: -2.5110 2.4152 -1.0703
H: -2.6329 1.5413 -2.5551
C: 2.0762 -0.4042 2.9616
P: 1.2570 -0.9437 1.3150
O: -0.0496 -1.7671 1.9552
O: 0.6070 0.5142 0.7737
H: 1.3421 0.3115 3.3543
H: 2.0115 -1.2851 3.5980
H: 2.9336 0.1806 2.7391
H: -0.4545 -2.2248 1.2820
H: 1.1400 1.3209 0.8876

=====

Entry 5:
Entry from OMol25: C2H7OS2 as an isolated structure at a distorted geometry (ωB97M-V/def2-TZVPD).

Spin multiplicity ... 1
E_tot ... -25904.167 eV
Charge ... -1
HOMO level ... -2.4 eV
Kohn-Sham gap ... 0.2230 Ha
Relative energy (zero: lowest compared OMol25 entry of this formula, charge and spin) ... 263.2 kJ/mol

Geometry (Å):
C: 0.7236 -1.0825 -2.8127
O: -0.1614 -1.5264 -3.5152
H: 0.8268 -0.0360 -2.4191
H: 5.8388 -4.3992 0.9719
H: 1.5991 -1.7292 -2.3982
C: -2.7335 2.4669 2.0596
S: -2.5906 1.4457 0.3590
S: -0.6352 1.8182 -0.4010
H: -3.7761 2.6643 2.6126
H: -2.3665 3.4936 1.9302
H: -2.1700 1.9225 2.9235
H: 5.4451 -5.0379 0.6895

=====

Entry 6:
Entry from OMol25: a 2-piece molecular cluster, C8H16O overall at a distorted geometry (ωB97M-V/def2-TZVPD).

Spin multiplicity ... 1
SMILES ... C=C(C)C(C)=O.CCC
E_tot ... -10602.251 eV
Charge ... 0
HOMO level ... -9.7 eV
Kohn-Sham gap ... 0.3729 Ha
Relative energy (zero: lowest compared OMol25 entry of this formula, charge and spin) ... 71.5 kJ/mol

Geometry (Å):
C: -1.8306 -1.8948 0.3562
C: -1.7422 -0.6113 0.0145
C: -2.0306 -0.1221 -1.3715
C: -1.3974 0.3903 1.1219
C: -1.4988 1.8436 0.7330
O: -1.3391 0.0379 2.2801
H: -2.0013 -2.6745 -0.3685
H: -1.6343 -2.1975 1.3723
H: -2.9117 0.5180 -1.3846
H: -2.1946 -0.9637 -2.0410
H: -1.1933 0.4558 -1.7610
H: -0.7759 2.0695 -0.0476
H: -1.3067 2.4640 1.6051
H: -2.4929 2.0736 0.3556
C: 2.2372 1.0790 -0.5392
C: 1.6218 -0.2589 -0.1551
C: 2.6498 -1.2084 0.4456
H: 2.6885 1.5602 0.3274
H: 1.4952 1.7542 -0.9636
H: 3.0139 0.9287 -1.2894
H: 1.1568 -0.7213 -1.0303
H: 0.7597 -0.1751 0.5675
H: 2.1839 -2.1468 0.7396
H: 3.1197 -0.7609 1.3201
H: 3.4231 -1.4396 -0.2870